91
Properties=species:S:1:pos:R:3:forces:R:3:lowdin_charge:R:1 method="wB97M-V/def2-TZVPD" charge=-1 total_energy_ha=-3570.57546 e_homo_ev=-4.88 e_above_lowest_ev=0.000
K 0.331 0.235 0.517 0.122 0.027 -0.164 0.571
C -1.151 3.391 4.110 0.110 -0.331 0.267 -0.055
C -0.585 2.274 3.250 -0.640 0.701 -0.282 -0.292
N -0.764 2.258 1.980 -0.117 0.275 -0.548 0.000
N -1.500 3.281 1.392 -0.106 -0.364 0.258 0.035
C -1.466 3.204 0.052 0.641 -0.581 0.337 -0.488
O -0.714 2.453 -0.627 -0.735 0.540 -0.057 -0.150
C -2.435 4.129 -0.695 0.089 0.100 0.215 -0.137
C -2.334 4.163 -2.073 0.388 -0.525 -0.540 -0.062
C -3.191 4.911 -2.864 -0.168 0.219 -0.326 -0.101
C -4.178 5.722 -2.311 0.276 -0.374 0.823 -0.104
C -4.273 5.727 -0.911 0.371 -0.164 -0.379 -0.099
C -3.422 4.938 -0.122 -0.220 0.184 0.300 -0.039
C 0.153 1.163 3.888 0.114 -0.263 0.673 -0.226
C 0.585 1.333 5.203 0.420 -0.086 0.525 -0.039
C 1.284 0.323 5.852 -0.008 0.128 0.240 -0.085
C 1.542 -0.861 5.194 0.154 -0.310 0.049 -0.061
C 1.079 -0.953 3.884 -0.263 -0.453 0.023 -0.140
N 0.389 -0.004 3.262 -0.030 0.582 -0.129 0.073
H -2.009 3.784 3.579 -0.097 0.175 -0.039 0.049
H -0.443 4.212 4.267 0.007 -0.084 -0.129 0.081
H -1.463 3.042 5.103 0.048 -0.021 -0.244 0.065
H -1.560 3.541 -2.538 -0.304 0.299 0.206 0.101
H -3.067 4.845 -3.935 -0.043 0.106 -0.170 0.092
H -4.862 6.324 -2.911 0.278 -0.204 0.080 0.094
H -5.008 6.380 -0.459 -0.041 -0.094 0.248 0.087
H -3.523 4.956 0.963 0.056 -0.031 -0.248 0.100
H 0.426 2.242 5.766 -0.134 0.119 -0.268 0.095
H 1.616 0.487 6.877 -0.049 -0.087 -0.206 0.102
H 2.076 -1.699 5.669 -0.275 0.522 -0.363 0.109
H 1.245 -1.850 3.293 0.100 0.138 0.138 0.096
C 0.976 -4.302 -0.361 -0.254 0.324 0.739 -0.298
P 0.759 -2.649 -1.100 -0.082 0.035 -0.728 0.874
C 2.431 -2.513 -1.882 0.099 0.408 0.621 -0.253
C -0.162 -2.978 -2.698 0.044 -0.143 -0.292 -0.370
C -0.228 -4.270 -3.256 -0.500 0.214 0.382 -0.104
C -0.933 -4.508 -4.432 0.178 -0.006 -0.008 -0.107
C -1.531 -3.458 -5.117 -0.014 0.676 -0.101 -0.095
C -1.422 -2.152 -4.610 0.121 -0.904 0.252 -0.103
C -0.762 -1.896 -3.403 0.238 -0.199 0.266 -0.373
P -0.717 -0.189 -2.629 -0.132 -0.258 -0.282 0.888
C -2.437 0.370 -3.020 0.160 0.241 0.739 -0.272
C 0.280 0.818 -3.833 -0.215 0.162 0.949 -0.266
H 1.460 -5.018 -1.002 0.176 -0.424 -0.272 0.022
H 0.030 -4.686 0.035 0.083 -0.048 -0.207 0.037
H 1.617 -4.104 0.510 -0.006 -0.099 -0.157 0.039
H 2.634 -3.284 -2.617 0.014 -0.296 0.026 0.041
H 3.184 -2.498 -1.078 -0.194 -0.152 -0.323 0.035
H 2.489 -1.556 -2.388 0.041 0.305 -0.161 0.023
H 0.172 -5.137 -2.716 0.018 0.467 -0.230 0.090
H -0.991 -5.528 -4.801 -0.086 0.124 -0.057 0.096
H -2.082 -3.618 -6.054 0.265 -0.044 0.440 0.100
H -1.901 -1.344 -5.136 -0.042 0.157 -0.164 0.082
H -2.657 0.328 -4.078 -0.195 -0.051 -0.279 0.016
H -2.523 1.415 -2.680 0.015 -0.349 -0.068 0.019
H -3.153 -0.239 -2.438 0.300 0.227 -0.349 0.044
H -0.109 0.862 -4.837 -0.196 -0.062 -0.446 0.025
H 1.293 0.424 -3.835 0.126 -0.003 -0.092 0.022
H 0.312 1.832 -3.395 0.020 -0.358 -0.224 0.035
C -5.571 -3.000 2.394 -0.437 0.054 0.421 -0.055
C -4.353 -2.311 1.874 0.051 0.193 0.036 -0.295
C -4.405 -1.048 1.322 -0.604 0.311 -0.250 -0.034
C -3.246 -0.446 0.872 0.544 0.419 -0.156 -0.123
N -2.044 -1.025 0.956 -0.387 -0.051 0.051 0.012
C -1.970 -2.242 1.508 -0.381 0.696 -0.163 -0.127
C -3.107 -2.895 1.970 0.731 -1.157 0.192 -0.033
H -6.491 -2.434 2.196 0.286 -0.053 0.013 0.077
H -5.492 -3.130 3.485 -0.049 -0.023 -0.318 0.089
H -5.692 -3.984 1.948 0.034 -0.166 -0.022 0.077
H -5.366 -0.547 1.213 0.224 0.031 0.044 0.112
H -3.270 0.570 0.443 0.060 -0.526 0.175 0.119
H -0.955 -2.634 1.575 -0.295 -0.232 0.071 0.098
H -3.029 -3.910 2.385 0.095 0.467 -0.093 0.117
O 4.145 -2.470 2.136 -0.139 -0.482 0.420 -0.006
C 3.490 -1.648 1.496 0.635 0.480 -0.633 -0.672
O 2.261 -1.544 1.331 -0.307 0.236 -0.359 -0.148
C 4.400 -0.601 0.746 -0.136 -0.081 0.239 -0.063
C 3.956 0.543 0.076 -0.353 -0.388 0.170 0.075
C 4.891 1.405 -0.462 0.051 -0.095 -0.042 -0.129
C 6.248 1.184 -0.395 0.503 0.436 -0.035 0.066
C 6.669 0.059 0.264 -0.468 -0.425 0.222 -0.112
C 5.768 -0.841 0.830 0.264 0.406 -0.142 0.072
N 8.108 -0.221 0.443 -0.791 0.115 -0.009 -0.363
O 8.348 -1.261 1.000 0.798 -0.659 0.293 0.082
O 8.931 0.579 0.063 0.119 0.343 -0.251 0.079
N 4.445 2.622 -1.146 0.036 -0.060 -0.170 -0.352
O 3.254 2.785 -1.289 -0.146 0.113 -0.021 0.095
O 5.308 3.381 -1.545 -0.080 0.204 -0.058 0.069
H 2.902 0.797 -0.048 0.397 -0.226 0.185 0.101
H 6.939 1.899 -0.814 0.039 -0.063 -0.002 0.129
H 6.126 -1.708 1.371 -0.217 0.096 -0.074 0.126